This record from OMol25 describes 4 unconnected molecules or ions with the total composition C22H33N3O6. The level of theory is ωB97M-V with the def2-TZVPD basis set.

```
64
Properties=species:S:1:pos:R:3:forces:R:3
C 3.677 -1.710 2.698 -0.759 0.095 -0.240
C 2.254 -2.213 2.486 1.121 0.097 0.105
O 1.406 -1.085 2.541 -0.279 -0.246 -0.104
C 0.106 -1.351 2.057 0.412 0.738 0.177
C -0.104 -0.779 0.662 -0.134 0.001 -0.221
O 0.518 0.487 0.477 -0.424 -0.378 -0.445
C 1.131 0.604 -0.796 0.664 0.073 0.671
C 2.582 0.143 -0.667 -0.129 0.346 -0.134
O 2.796 -1.254 -0.705 -0.103 0.355 -0.009
C 2.414 -1.861 -1.897 0.820 -0.677 -0.072
C 3.007 -3.283 -1.930 -0.611 -0.384 0.299
C 1.881 -4.297 -2.119 1.136 0.037 -0.508
O 2.480 -5.455 -1.568 -0.582 -0.491 0.113
C 3.067 -4.969 -0.420 -0.294 1.928 -4.868
O 3.102 -5.511 0.573 0.579 -2.738 4.959
O 3.561 -3.752 -0.693 -0.051 1.154 0.554
H 4.408 -2.442 2.384 0.171 -0.201 0.077
H 3.796 -1.437 3.736 0.294 0.090 0.278
H 3.775 -0.821 2.089 0.291 0.201 -0.114
H 2.033 -2.928 3.281 -0.410 -0.163 -0.039
H 2.212 -2.706 1.516 -0.248 -0.078 -0.152
H -0.593 -0.885 2.744 -0.186 -0.047 0.203
H -0.049 -2.425 2.012 -0.396 -0.200 0.095
H -1.176 -0.653 0.473 -0.125 -0.205 0.061
H 0.280 -1.494 -0.063 0.164 -0.044 -0.167
H 1.158 1.656 -1.059 0.003 0.276 0.060
H 0.565 0.100 -1.579 -0.078 -0.188 -0.074
H 3.226 0.683 -1.369 0.026 -0.252 -0.446
H 2.897 0.463 0.316 0.073 -0.010 0.316
H 1.332 -1.978 -1.994 -0.253 0.249 0.125
H 2.757 -1.329 -2.790 0.108 0.262 0.049
H 3.807 -3.446 -2.643 -0.075 0.338 -0.495
H 1.647 -4.402 -3.168 -0.298 -0.394 -0.143
H 1.016 -4.060 -1.507 -0.328 0.317 -0.103
N -0.705 3.709 -1.838 0.046 0.023 -0.069
C -0.658 3.777 -3.205 -0.002 -0.083 0.034
C -0.823 5.087 -3.567 0.011 -0.008 -0.039
C -0.972 5.841 -2.372 0.022 0.002 0.005
C -0.892 4.963 -1.324 -0.018 -0.016 0.077
H -0.619 2.868 -1.297 -0.078 0.069 0.068
H -0.514 2.891 -3.799 -0.017 0.020 -0.017
H -0.836 5.464 -4.577 0.001 -0.006 0.007
H -1.121 6.905 -2.292 0.004 -0.008 0.000
H -0.954 5.119 -0.262 -0.058 -0.004 -0.019
N -1.301 4.557 3.403 0.019 -0.037 0.005
C -1.981 3.588 4.089 -0.040 0.015 0.007
C -1.686 2.381 3.513 -0.018 0.042 0.020
C -0.788 2.628 2.439 -0.006 -0.118 -0.079
C -0.570 3.978 2.400 -0.008 0.140 -0.041
H -1.334 5.540 3.604 0.012 -0.042 0.006
H -2.614 3.841 4.923 -0.002 -0.022 -0.008
H -2.070 1.424 3.829 0.002 0.010 0.010
H -0.350 1.898 1.772 -0.039 0.166 0.172
H 0.042 4.577 1.747 0.044 -0.017 0.041
N -3.553 -1.987 -1.253 -0.042 0.029 0.049
C -3.964 -0.695 -1.054 0.115 0.005 -0.043
C -5.311 -0.715 -0.814 -0.010 0.027 0.017
C -5.730 -2.072 -0.864 -0.012 -0.025 0.002
C -4.624 -2.832 -1.134 0.055 -0.049 -0.037
H -2.612 -2.270 -1.454 -0.037 0.002 0.016
H -3.265 0.123 -1.102 -0.038 0.019 0.001
H -5.928 0.147 -0.622 0.011 -0.005 0.004
H -6.729 -2.446 -0.717 0.010 0.001 0.002
H -4.507 -3.895 -1.252 -0.024 0.009 0.001
```
Forces are in eV/Å.

Values from the calculation:
LUMO ... 0.0 eV
SMILES string ... CCOCCOCCOC[C@@H]1COC(=O)O1.c1cc[nH]c1.c1cc[nH]c1.c1cc[nH]c1
Highest occupied orbital energy ... -8.2 eV

This record from OMol25 describes a molecular structure, C18H29AsN6O6SZr. The level of theory is ωB97M-V with the def2-TZVPD basis set.

```
62
Properties=species:S:1:pos:R:3:forces:R:3
Zr 0.352 0.452 0.065 0.443 0.477 0.012
C -4.228 3.859 -0.910 0.014 -0.004 -0.003
N -3.213 3.301 -0.016 -0.024 0.005 0.019
C -3.239 3.694 1.391 0.017 0.015 -0.006
C -2.320 2.385 -0.409 -0.027 -0.042 -0.011
N -1.365 1.924 0.348 0.129 -0.174 -0.181
N -2.490 1.905 -1.700 -0.039 -0.093 0.067
C -1.705 0.998 -2.375 0.050 0.131 -0.083
N -2.296 0.452 -3.447 0.018 0.019 -0.021
N -0.469 0.763 -2.038 0.028 -0.340 0.279
H -3.809 4.074 -1.892 0.004 0.012 0.000
H -4.563 4.806 -0.500 -0.013 -0.010 0.005
H -5.096 3.200 -1.002 -0.002 -0.001 -0.009
H -4.095 4.340 1.556 -0.006 -0.008 0.001
H -2.339 4.252 1.663 -0.001 0.001 0.002
H -3.346 2.821 2.037 0.004 -0.001 -0.001
H -1.389 2.344 1.269 0.003 -0.010 0.006
H -3.388 2.092 -2.114 0.013 0.002 -0.002
H -3.288 0.519 -3.602 0.001 0.008 -0.012
H -1.797 -0.215 -4.011 -0.006 -0.010 0.014
H -0.075 0.035 -2.630 0.027 0.044 -0.017
O 2.831 -2.557 -0.419 0.101 0.030 -0.002
C 2.467 -1.495 -0.010 0.062 -0.007 -0.065
O 2.019 -0.480 -0.753 -0.523 0.087 0.108
C 2.467 -1.156 1.473 0.088 -0.121 -0.095
C 3.048 -2.022 2.406 0.028 0.083 0.055
C 3.010 -1.657 3.724 -0.013 -0.003 0.000
C 2.401 -0.440 4.108 0.003 0.001 -0.021
C 2.339 -0.004 5.453 -0.004 0.009 0.013
C 1.734 1.178 5.767 0.010 -0.020 0.005
C 1.173 1.985 4.752 -0.008 0.013 -0.032
C 1.218 1.594 3.444 -0.006 0.006 0.035
C 1.826 0.368 3.101 0.007 -0.005 -0.003
N 1.870 -0.022 1.794 -0.224 -0.186 -0.152
H 3.501 -2.939 2.058 0.012 0.005 -0.005
H 3.444 -2.292 4.487 0.001 -0.001 -0.001
H 2.780 -0.623 6.224 -0.001 0.001 0.001
H 1.690 1.509 6.795 0.000 0.000 0.000
H 0.716 2.929 5.019 0.000 -0.002 0.005
H 0.830 2.233 2.657 0.003 -0.006 -0.010
C -1.695 -3.090 1.413 0.077 0.035 -0.010
S -1.580 -1.512 0.660 -0.066 -0.015 0.121
O -0.573 -1.565 -0.451 -0.060 0.261 0.049
O -2.873 -1.064 0.247 -0.035 -0.067 0.043
O -0.890 -0.584 1.633 0.065 0.275 -0.237
H -2.337 -3.703 0.784 0.027 -0.012 -0.021
H -2.149 -2.946 2.392 -0.029 0.007 -0.015
H -0.700 -3.518 1.500 0.009 0.016 0.011
C 3.053 4.479 -0.962 0.031 -0.027 0.001
As 2.908 2.576 -0.908 -0.014 0.025 0.097
C 4.339 1.845 0.125 0.017 0.039 -0.019
C 2.936 1.894 -2.691 0.044 0.065 -0.012
O 1.417 2.234 -0.155 -0.161 -0.432 0.065
H 3.928 4.753 -1.550 0.000 0.005 0.007
H 3.157 4.867 0.049 -0.016 -0.022 0.011
H 2.157 4.887 -1.424 -0.004 -0.013 -0.006
H 5.263 2.357 -0.142 0.002 -0.017 -0.008
H 4.432 0.782 -0.083 -0.018 -0.003 -0.005
H 4.123 2.009 1.180 -0.012 0.006 -0.002
H 3.847 2.250 -3.173 -0.005 -0.023 -0.013
H 2.070 2.277 -3.226 -0.011 -0.001 0.014
H 2.927 0.807 -2.663 -0.009 -0.005 0.032
```
Forces are in eV/Å.

Values from the calculation:
LUMO ... -5.7 eV
Total charge ... +2
Highest occupied orbital energy ... -14.2 eV

This record from OMol25 describes C17H14N2O2S in the gas phase. The level of theory is ωB97M-V with the def2-TZVPD basis set.

```
36
Properties=species:S:1:pos:R:3:forces:R:3
O 0.860 1.499 -2.684 -0.817 -0.073 1.052
O -1.461 -2.389 -3.510 -1.322 0.188 0.445
S -2.505 0.259 0.135 -0.549 0.262 0.425
C 0.410 1.335 -1.538 1.572 -0.819 -3.666
C -0.758 -1.549 -2.985 1.076 -1.476 -0.941
C 1.167 -3.011 2.499 -0.576 1.537 -0.258
C 1.099 4.075 0.967 -0.279 -0.011 0.931
C -0.072 -2.462 2.865 0.695 -0.403 -0.336
C 1.823 -2.421 1.419 1.122 -0.863 -0.469
C 0.295 3.526 2.010 0.551 -1.044 -1.470
C 1.351 3.387 -0.206 -0.968 -0.699 -0.717
C -0.618 -1.395 2.145 -1.036 -0.492 0.578
C 1.244 -1.430 0.644 -0.673 0.635 0.203
C -0.245 2.232 1.834 0.084 0.627 1.156
C 0.673 2.160 -0.397 -0.441 0.176 2.331
C -0.009 -0.886 1.001 0.066 -0.714 0.232
C -0.059 1.554 0.646 0.034 1.619 -0.200
N 0.590 -1.685 -3.178 0.617 1.066 0.206
N -0.357 0.242 -1.203 0.198 -0.300 -0.545
C -0.670 0.252 0.214 -0.149 -0.464 -0.642
C -2.600 -0.756 -1.378 1.129 -0.893 0.495
C -1.309 -0.394 -2.177 0.252 0.939 0.906
H 1.665 -3.769 3.069 -0.065 -0.404 0.177
H 1.527 5.075 1.051 -0.101 -0.268 0.266
H -0.629 -2.911 3.681 0.039 0.234 0.005
H 2.834 -2.807 1.124 -1.071 0.429 0.286
H 0.129 4.039 2.945 -0.003 0.189 -0.102
H 1.938 3.845 -1.008 -0.256 -0.309 0.289
H -1.621 -1.070 2.498 0.842 0.073 -0.598
H 1.768 -1.049 -0.224 -0.035 -0.026 -0.016
H -0.827 1.785 2.652 0.230 0.174 -0.389
H 0.859 -2.417 -3.848 -0.367 0.719 0.518
H 1.155 -0.833 -3.151 -0.136 -0.449 0.071
H -2.581 -1.824 -1.076 0.061 0.574 -0.331
H -3.528 -0.598 -1.932 0.271 0.294 0.158
H -1.538 0.390 -2.904 0.005 -0.029 -0.051
```
Forces are in eV/Å.

Values from the calculation:
LUMO ... 0.0 eV
SMILES string ... NC(=O)[C@H]1CS[C@]2(c3ccccc3)c3ccccc3C(=O)N12
Highest occupied orbital energy ... -9.1 eV

This record from OMol25 describes 7 unconnected molecules or ions with the total composition H14O7. The level of theory is ωB97M-V with the def2-TZVPD basis set.

```
21
Properties=species:S:1:pos:R:3:forces:R:3
O -1.172 -1.485 1.672 0.589 -0.362 -0.393
O 0.536 -2.482 -0.798 2.357 -0.727 -1.151
O 1.595 -0.133 -0.095 -0.116 0.990 -1.397
O 0.444 0.678 2.153 1.857 -0.137 -0.291
H -0.570 -0.717 1.579 -0.801 -0.496 -0.692
H -0.777 -2.181 1.108 -0.191 0.472 0.471
H 1.333 -2.804 -1.354 -2.238 0.452 1.258
H 0.954 -1.662 -0.429 -0.318 0.125 -0.122
H 1.225 0.579 -0.717 0.829 -1.578 1.464
H 1.345 0.093 0.823 -0.114 0.282 -0.075
H 0.180 -0.081 2.693 -0.369 1.578 0.352
H 0.324 1.570 1.635 -1.765 -1.755 0.904
O 0.147 1.457 -1.802 -1.571 0.525 -0.920
O -0.129 2.546 0.559 0.253 -0.107 -0.028
O -1.447 -0.650 -1.566 1.695 -2.940 1.345
H 0.130 2.192 -0.341 -0.198 0.079 0.845
H 0.601 3.057 0.900 0.393 0.859 -0.291
H -0.416 2.213 -2.079 0.741 -0.464 -0.065
H -0.512 0.701 -1.870 0.708 0.136 0.358
H -1.259 -1.602 -1.198 0.868 2.576 -0.838
H -2.341 -0.808 -1.735 -2.610 0.492 -0.734
```
Forces are in eV/Å.

Values from the calculation:
LUMO ... 0.3 eV
SMILES string ... O.O.O.O.O.O.O
Highest occupied orbital energy ... -11.0 eV

| no. | energy (eV) |
| --- | --- |
| 1 | -40101.4333 |
| 2 | -113310.8370 |
| 3 | -35767.6043 |
| 4 | -14558.9888 |